This record from the Open Molecules 2025 dataset describes a structure of composition C43H36Br2ClN4O4PtSb. The level of theory is ωB97M-V with the def2-TZVPD basis set.

Total energy   -221704.351 eV
Relative energy (zero: lowest compared OMol25 entry of this formula, charge and spin)   0.0 kJ/mol
LUMO   -5.09 eV
Charge   +2

Each line ends with the Mulliken charge.
Positions of all 92 atoms, in Å:
Pt  2.2786  -1.5706  -0.1872  0.593
C  2.5559  -2.5484  -3.1986  -0.983
O  2.3959  -1.4245  -2.3012  -0.025
C  3.0365  -0.2352  -2.6427  1.087
C  3.8894  -0.0983  -3.7169  -0.454
C  4.4681  1.1443  -3.9560  -0.820
Br  5.6451  1.3365  -5.4101  -0.152
C  4.2139  2.2212  -3.1280  -0.308
C  3.3584  2.0687  -2.0382  0.561
C  2.7753  0.8421  -1.7983  -0.674
O  1.9432  0.6165  -0.7206  -0.269
C  3.1067  3.1686  -1.0937  0.352
N  3.1941  3.0555  0.2057  -0.778
C  2.8971  4.3286  0.6940  0.396
C  2.8925  4.8089  2.0050  -0.544
C  2.5519  6.1298  2.2032  -0.557
C  2.2271  6.9717  1.1271  -0.544
C  2.2433  6.5201  -0.1758  -1.183
C  2.5904  5.1861  -0.3652  0.761
N  2.7087  4.4048  -1.5025  -0.062
H  2.3714  -2.2079  -4.2143  0.561
H  1.8061  -3.2724  -2.9059  0.058
H  3.5531  -2.9723  -3.0928  0.408
H  4.1250  -0.9295  -4.3633  0.588
H  4.7007  3.1708  -3.3045  0.636
H  2.0539  1.3446  -0.0718  0.094
H  3.1755  4.1687  2.8312  0.459
H  2.5488  6.5368  3.2052  0.429
H  1.9731  8.0040  1.3256  0.435
H  2.0131  7.1773  -1.0032  0.450
H  2.6767  4.7218  -2.4573  0.263
Cl  -1.3377  -3.7232  -2.3832  -0.185
C  -1.7760  -3.9980  -0.6873  -0.474
C  -2.1210  -2.7098  0.0084  0.814
O  -2.8564  -1.8914  -0.7468  -0.796
O  -1.7957  -2.4577  1.1528  -0.553
H  -0.9563  -4.4822  -0.1631  0.298
H  -2.6530  -4.6439  -0.6728  0.395
Br  3.9783  -7.9682  0.4753  -0.146
C  3.4896  -6.1555  0.2926  -0.195
C  2.3121  -5.8239  -0.3568  -0.511
C  1.9579  -4.4863  -0.4867  0.630
C  2.7689  -3.4732  0.0207  -0.474
C  3.9427  -3.8324  0.6816  -0.291
C  4.3095  -5.1656  0.8100  -0.540
H  1.6794  -6.6023  -0.7622  0.511
H  1.0416  -4.2426  -1.0082  -0.085
H  4.5940  -3.0724  1.0962  0.460
H  5.2295  -5.4332  1.3116  0.453
C  -5.8518  1.5560  -3.6877  -0.473
C  -4.7056  0.7967  -3.8893  -0.621
C  -4.0174  0.2747  -2.8053  -0.357
C  -4.4990  0.5232  -1.5218  0.383
C  -5.6499  1.2788  -1.3105  -0.559
C  -6.3247  1.7977  -2.4054  -0.691
Sb  -3.4940  -0.2209  0.1270  1.921
C  -1.9138  1.0065  0.6981  0.363
C  -1.7288  2.1931  -0.0107  -0.599
C  -0.7493  3.0867  0.4084  -0.756
C  0.0339  2.7867  1.5140  -0.538
C  -0.1550  1.5997  2.2118  -0.726
C  -1.1373  0.7067  1.8161  -0.189
C  -4.8034  -0.7708  1.6297  0.702
C  -4.5917  -0.3488  2.9393  -0.446
C  -5.5050  -0.7144  3.9157  -0.643
C  -6.6062  -1.4919  3.5811  -0.498
C  -6.8118  -1.9046  2.2708  -0.665
C  -5.9121  -1.5404  1.2817  -0.668
H  -6.3850  1.9569  -4.5392  0.407
H  -4.3515  0.6052  -4.8931  0.416
H  -3.1341  -0.3317  -2.9633  0.430
H  -6.0292  1.4573  -0.3106  0.393
H  -7.2217  2.3830  -2.2566  0.423
H  -2.3472  2.4326  -0.8683  0.487
H  -0.5983  4.0198  -0.1225  0.495
H  0.7926  3.4898  1.8339  0.455
H  0.4572  1.3782  3.0754  0.423
H  -1.2821  -0.2197  2.3529  0.492
H  -3.7375  0.2633  3.2003  0.404
H  -5.3593  -0.3901  4.9370  0.430
H  -7.3150  -1.7741  4.3480  0.410
H  -7.6754  -2.5043  2.0179  0.423
H  -6.0805  -1.8532  0.2575  0.436
N  1.8613  -2.0387  3.8688  -0.029
C  2.8716  -1.1056  3.8818  -0.671
C  3.0970  -0.7839  2.5830  -0.335
N  2.2286  -1.5133  1.7962  0.259
C  1.5023  -2.2678  2.5966  -0.493
H  1.4762  -2.5064  4.6731  0.233
H  3.3365  -0.7686  4.7908  0.424
H  3.8037  -0.0917  2.1589  0.511
H  0.7361  -2.9581  2.2879  0.549